Molecular formula: C4H10NOP
Method: DFT, the ωB97M-V functional and the def2-TZVPD basis

The geometry in ORCA input format:
```
! wB97M-V def2-TZVPD RIJCOSX def2/J DEFGRID3
* xyz 0 1
C -0.267 0.181 -0.962
C 0.230 0.881 -3.114
C -1.038 -0.886 1.733
C 0.139 0.003 1.226
N 0.608 0.789 -1.679
O -1.735 -0.377 2.806
P 1.707 -0.841 1.080
H -1.171 -0.236 -1.323
H 1.142 0.482 -3.713
H 0.065 1.940 -3.382
H -0.603 0.191 -3.460
H -0.694 -1.862 1.912
H -1.712 -0.892 0.961
H 0.112 1.104 1.387
H -1.270 -0.084 3.606
H 2.181 -0.665 2.328
H 2.305 0.269 0.596
*
```

For the orbital gap, the calculation gives 9.30 eV. As for the relative energy (zero: lowest compared OMol25 entry of this formula, charge and spin): 495.1 kJ/mol.

The natural (NBO) scheme yields these atomic charges, measured in e:
1. C 0.1391
2. C -0.4486
3. C -0.0895
4. C -0.4849
5. N -0.4511
6. O -0.7237
7. P 0.3340
8. H 0.1416
9. H 0.2076
10. H 0.2137
11. H 0.1797
12. H 0.1603
13. H 0.1810
14. H 0.2329
15. H 0.4789
16. H -0.0537
17. H -0.0171